Molecular formula: C4H5NO2
Method: DFT, wB97M-V/def2-TZVPD

Each line ends with the Mulliken charge.
Element x y z (Å)
C  0.217  1.554  0.163  -0.522
C  -0.755  0.896  -0.468  -0.196
C  -1.514  -0.164  0.240  0.015
O  -1.160  -0.655  1.295  -0.501
H  0.805  2.326  -0.324  0.272
H  0.442  1.326  1.202  0.236
H  -1.022  1.108  -1.500  0.324
H  -2.445  -0.508  -0.251  0.346
N  1.814  -1.396  0.559  -0.572
C  1.376  -1.525  -0.569  0.684
O  1.064  -1.650  -1.690  -0.434
H  1.179  -1.314  1.342  0.347

Summary:
Energy above the lowest of the compared OMol25 structures with the same formula, charge and spin (kcal per mole): 28.3
Total charge: 0
SMILES: C=CC=O.N=C=O
Highest occupied orbital energy (eV): -10.455
HOMO-LUMO gap (eV): 10.227

Molecular formula: C24H25AsIN4O7S2Sn
Method: DFT, wB97M-V/def2-TZVPD

Each line ends with the Mulliken charge.
Element x y z (Å)
Sn  -0.575  -0.747  0.177  0.469
C  -4.255  -1.860  -0.153  -0.802
N  -3.277  -2.832  0.227  0.509
C  -3.497  -4.124  0.635  -0.682
C  -2.339  -4.715  0.966  -0.414
N  -1.317  -3.759  0.760  0.623
C  -1.879  -2.578  0.143  -0.648
S  -1.240  -2.447  -1.660  -0.699
C  -0.032  -3.783  1.143  0.603
C  0.586  -4.920  1.708  -0.995
C  1.900  -4.835  2.083  -0.386
C  2.613  -3.646  1.887  -0.886
C  1.944  -2.589  1.323  -0.202
N  0.659  -2.640  0.948  0.435
H  -5.207  -2.089  0.327  0.354
H  -4.400  -1.832  -1.240  0.241
H  -3.919  -0.873  0.170  0.218
H  -4.492  -4.536  0.685  0.459
H  -2.155  -5.708  1.331  0.386
H  0.020  -5.830  1.844  0.285
H  2.390  -5.694  2.526  0.386
H  3.648  -3.550  2.178  0.417
H  2.436  -1.639  1.150  0.327
O  -1.558  4.064  2.467  -0.735
As  -0.659  2.515  2.275  1.339
O  -1.759  1.611  1.474  -0.661
O  0.655  3.137  1.298  -0.512
C  -0.156  2.416  4.137  -0.191
C  -0.224  3.535  4.953  -0.670
C  0.121  3.411  6.294  -0.554
C  0.508  2.184  6.813  -0.483
C  0.579  1.063  5.996  -0.565
C  0.245  1.185  4.661  0.229
S  0.434  -0.133  3.474  1.430
O  1.420  -1.054  3.985  -0.726
O  -0.883  -0.681  3.238  -0.659
O  0.920  0.692  2.340  -0.650
H  -2.251  4.017  1.797  0.325
H  -0.539  4.480  4.536  0.482
H  0.100  4.285  6.933  0.374
H  0.766  2.101  7.862  0.373
H  0.905  0.102  6.373  0.465
C  0.356  3.248  -0.095  -0.283
C  1.496  2.729  -0.932  0.541
C  1.706  3.241  -2.207  -0.517
C  2.689  2.709  -3.031  -0.605
C  3.471  1.652  -2.584  -0.574
C  3.273  1.148  -1.305  -0.632
C  2.294  1.685  -0.479  -0.172
H  -0.530  2.656  -0.349  0.345
H  0.145  4.293  -0.340  0.318
H  1.082  4.052  -2.567  0.328
H  2.836  3.112  -4.025  0.444
H  4.217  1.214  -3.236  0.368
H  3.874  0.319  -0.951  0.385
H  2.152  1.308  0.525  0.474
N  -2.170  -0.083  -4.038  -0.414
C  -1.092  0.305  -3.285  0.357
O  -1.172  1.097  -2.376  -0.537
C  0.260  -0.229  -3.721  -0.275
I  0.794  0.443  -5.682  -0.011
H  -3.056  0.103  -3.593  0.281
H  -2.107  -0.996  -4.460  0.265
H  0.262  -1.316  -3.747  0.475
H  1.020  0.143  -3.042  -0.168

Summary:
Energy above the lowest of the compared OMol25 structures with the same formula, charge and spin (kcal per mole): 41.0
Total charge: -1
Highest occupied orbital energy (eV): -3.340
HOMO-LUMO gap (eV): 5.485

Molecular formula: C3H12N3O
Method: DFT, wB97M-V/def2-TZVPD

Each line ends with the Mulliken charge.
Element x y z (Å)
C  2.231  0.183  -1.936  -0.564
O  1.689  0.934  -0.724  -0.647
H  2.326  1.643  -0.428  0.308
H  1.970  0.965  -2.734  0.250
H  1.611  -0.611  -2.064  0.297
H  3.241  0.253  -1.772  0.318
C  -2.291  0.148  -0.426  -1.021
C  -0.464  -0.397  1.086  0.589
N  0.829  -0.444  1.439  -0.283
N  -0.913  0.270  0.014  -0.112
N  -1.295  -0.808  2.133  -0.414
H  1.505  -0.082  0.779  0.276
H  1.281  -0.865  2.228  0.205
H  -0.396  0.797  -0.622  0.304
H  -2.249  -1.147  2.103  0.253
H  -0.860  -1.214  2.968  0.215
H  -2.548  0.901  -1.216  0.318
H  -3.277  0.258  0.161  0.315
H  -2.390  -0.784  -0.989  0.391

Summary:
Energy above the lowest of the compared OMol25 structures with the same formula, charge and spin (kcal per mole): 57.3
Total charge: +1
Highest occupied orbital energy (eV): -14.383
HOMO-LUMO gap (eV): 11.541

Molecular formula: C29H53BrIN4O5S
Method: DFT, wB97M-V/def2-TZVPD

Each line ends with the Mulliken charge.
Element x y z (Å)
C  0.957  0.099  5.068  -0.064
C  0.039  -0.406  4.432  -0.519
C  -0.878  -1.413  3.638  -0.779
C  -0.933  -1.074  2.072  0.699
C  0.529  -1.271  1.443  -0.828
C  0.685  -0.544  0.010  0.541
C  -0.582  -1.191  -0.765  -0.785
C  -0.411  -1.410  -2.329  0.664
C  -1.896  -1.291  -2.962  -0.411
C  -1.887  -1.043  -4.532  -0.883
C  -1.196  0.316  -4.985  0.374
C  -2.234  1.402  -5.542  -1.283
N  1.819  -0.960  -0.887  1.070
S  2.735  -2.350  -0.603  1.325
C  1.730  -3.893  -0.873  -0.831
O  3.358  -2.424  0.742  -0.629
O  3.882  -2.490  -1.545  -0.748
C  2.377  0.227  -1.452  -0.729
N  2.841  0.549  -2.628  -0.114
Br  2.882  -0.717  -3.990  0.142
N  2.266  1.228  -0.382  0.545
C  3.350  0.787  0.540  0.366
C  4.212  1.943  1.201  -1.246
O  3.819  2.109  2.573  -0.162
C  4.618  3.098  3.241  -0.407
C  3.931  3.315  4.684  -0.744
C  0.818  1.085  0.032  -0.122
N  0.837  1.432  1.457  0.489
C  0.625  2.660  1.822  0.489
C  1.497  3.941  1.572  -1.039
C  -0.644  2.916  2.775  -0.962
C  -0.047  1.885  -1.031  -0.105
I  -2.152  2.138  -0.430  0.047
C  0.537  3.259  -1.576  0.062
C  -0.349  4.567  -1.268  -1.500
H  1.709  0.442  5.823  0.403
H  -0.576  -2.489  3.802  0.362
H  -1.931  -1.285  4.036  0.436
H  -1.642  -1.844  1.627  -0.310
H  -1.301  -0.020  1.872  -0.150
H  0.644  -2.403  1.338  0.481
H  1.356  -0.980  2.167  0.290
H  -1.568  -0.700  -0.539  0.176
H  -0.677  -2.248  -0.341  -0.087
H  0.193  -0.632  -2.875  -1.002
H  -0.045  -2.434  -2.632  0.236
H  -2.581  -2.122  -2.619  0.234
H  -2.320  -0.332  -2.498  0.148
H  -2.983  -0.962  -4.846  0.440
H  -1.482  -1.970  -5.043  0.334
H  -0.535  0.057  -5.879  0.218
H  -0.616  0.824  -4.158  -0.349
H  -2.716  1.093  -6.518  0.376
H  -3.014  1.696  -4.779  0.289
H  -1.612  2.326  -5.791  0.347
H  2.481  -4.733  -0.700  0.451
H  1.385  -3.981  -1.941  0.273
H  0.920  -4.029  -0.102  0.198
H  3.162  1.510  -2.782  0.323
H  3.053  0.078  1.366  -0.213
H  4.092  0.194  -0.102  0.529
H  5.288  1.548  1.235  0.517
H  4.260  2.903  0.606  0.232
H  5.650  2.687  3.458  0.372
H  4.619  4.115  2.749  0.302
H  4.597  2.985  5.534  0.306
H  2.991  2.670  4.761  0.058
H  3.590  4.378  4.851  0.279
H  2.258  3.863  0.749  0.137
H  0.893  4.901  1.459  0.453
H  2.095  4.099  2.535  0.139
H  -1.219  3.778  2.304  0.307
H  -0.345  3.148  3.838  0.320
H  -1.329  2.016  2.687  0.107
H  -0.136  1.203  -1.942  -0.660
H  0.555  3.206  -2.719  0.320
H  1.584  3.521  -1.270  0.352
H  -0.564  4.718  -0.175  0.294
H  -1.260  4.645  -1.934  0.368
H  0.317  5.445  -1.577  0.420
O  -1.921  -4.637  0.946  -0.528
C  -3.059  -4.498  0.560  0.866
O  -3.587  -3.264  0.469  -0.165
C  -4.862  -2.959  -0.119  -0.476
C  -5.992  -3.180  0.865  -1.257
C  -3.923  -5.691  0.256  -1.346
H  -5.002  -3.508  -1.053  0.472
H  -4.823  -1.900  -0.387  0.374
H  -6.055  -4.223  1.180  0.298
H  -6.949  -2.896  0.423  0.394
H  -5.831  -2.587  1.768  0.326
H  -4.311  -6.096  1.192  0.318
H  -3.309  -6.445  -0.238  0.343
H  -4.751  -5.480  -0.417  0.404

Summary:
Energy above the lowest of the compared OMol25 structures with the same formula, charge and spin (kcal per mole): 205.4
Total charge: +1
Highest occupied orbital energy (eV): -10.944
HOMO-LUMO gap (eV): 7.090